Below is a cluster of 6 separate species, C14H36BrN10O11PS in total in a non-equilibrium geometry, with properties calculated with the ωB97M-V functional and the def2-TZVPD basis.

Geometry (Å):
C 3.02 4.00 -1.60
C 2.94 3.21 -0.29
C 4.01 2.13 -0.15
Br 5.79 2.89 -0.22
C 3.77 0.97 -1.13
C 4.54 0.82 -2.44
O 5.25 1.59 -3.05
O 4.27 -0.44 -2.91
C 3.48 -1.14 -1.98
S 3.57 -2.92 -2.19
C 3.80 -0.48 -0.61
C 5.23 -0.72 -0.02
O 5.87 -1.89 -0.46
C 6.75 -1.72 -1.55
P 2.53 -0.75 0.65
O 2.95 -0.25 1.96
O 2.19 -2.30 0.70
O 1.18 0.02 0.22
H 3.19 5.04 -1.42
H 3.79 3.60 -2.24
H 2.08 3.89 -2.15
H 3.03 3.86 0.57
H 1.98 2.72 -0.22
H 3.90 1.72 0.84
H 2.75 1.15 -1.50
H 2.45 -0.83 -2.19
H 2.49 -3.26 -1.48
H 5.85 0.15 -0.19
H 5.12 -0.82 1.05
H 6.27 -1.95 -2.50
H 7.19 -0.73 -1.60
H 7.56 -2.44 -1.43
H 1.54 -2.47 1.40
H 1.16 0.23 -0.72
C -2.18 -2.41 0.46
O -1.53 -3.36 0.87
N -1.67 -1.14 0.42
N -3.48 -2.52 0.03
H -2.19 -0.34 0.09
H -0.72 -1.03 0.72
H -3.90 -3.44 0.05
H -4.01 -1.74 -0.31
C -5.13 -6.33 0.47
O -4.70 -5.33 1.02
N -6.29 -6.31 -0.27
N -4.50 -7.54 0.54
H -6.66 -7.11 -0.73
H -6.77 -5.44 -0.34
H -3.65 -7.58 1.07
H -4.84 -8.37 0.10
C -5.02 -1.94 3.54
O -5.76 -1.40 2.73
N -3.82 -2.42 3.15
N -5.34 -2.07 4.86
H -3.16 -2.86 3.76
H -3.60 -2.34 2.16
H -6.23 -1.71 5.16
H -4.74 -2.50 5.54
C 1.60 7.65 -0.66
O 2.13 6.58 -0.42
N 2.30 8.83 -0.65
N 0.27 7.77 -0.96
H 1.89 9.72 -0.84
H 3.28 8.78 -0.43
H -0.26 6.92 -0.98
H -0.18 8.64 -1.16
C -4.93 1.05 -0.30
O -3.97 0.72 -0.99
N -5.83 2.00 -0.71
N -5.15 0.50 0.91
H -6.62 2.28 -0.16
H -5.69 2.41 -1.61
H -4.52 -0.21 1.23
H -5.92 0.72 1.51

Summary:
SMILES string: CC[C@H](Br)[C@H]1C(=O)O[C@@H](S)[C@]1(COC)P(=O)(O)O.NC(N)=O.NC(N)=O.NC(N)=O.NC(N)=O.NC(N)=O
Orbital gap (eV): 9.39
Charge: 0
Max |F| (eV Å⁻¹): 2.14
LUMO level (eV): 0.38
M (g/mol): 663.45
2S+1: 1

Let us look at the Mulliken charges, expressed in e, one per atom: atom 1 (C): -1.10, atom 2 (C): -0.79, atom 3 (C): -0.53, atom 4 (Br): -0.06, atom 5 (C): -1.03, atom 6 (C): 0.38, atom 7 (O): -0.54, atom 8 (O): -0.44, atom 9 (C): -0.29, atom 10 (S): -0.14, atom 11 (C): 1.45, atom 12 (C): -1.34, atom 13 (O): -0.43, atom 14 (C): -0.71, atom 15 (P): 1.19, atom 16 (O): -0.77, atom 17 (O): -0.49, atom 18 (O): -0.55, atom 19 (H): 0.29, atom 20 (H): 0.38, atom 21 (H): 0.29, atom 22 (H): 0.51, atom 23 (H): 0.37, atom 24 (H): 0.55, atom 25 (H): 0.52, atom 26 (H): 0.53, atom 27 (H): 0.13, atom 28 (H): 0.55, atom 29 (H): 0.51, atom 30 (H): 0.25, atom 31 (H): 0.30, atom 32 (H): 0.28, atom 33 (H): 0.37, atom 34 (H): 0.35, atom 35 (C): 0.41, atom 36 (O): -0.70, atom 37 (N): -0.02, atom 38 (N): -0.25, atom 39 (H): 0.15, atom 40 (H): 0.03, atom 41 (H): 0.23, atom 42 (H): 0.07, atom 43 (C): 0.64, atom 44 (O): -0.65, atom 45 (N): -0.39, atom 46 (N): -0.40, atom 47 (H): 0.16, atom 48 (H): 0.22, atom 49 (H): 0.23, atom 50 (H): 0.16, atom 51 (C): 0.64, atom 52 (O): -0.71, atom 53 (N): -0.24, atom 54 (N): -0.42, atom 55 (H): 0.18, atom 56 (H): 0.37, atom 57 (H): 0.24, atom 58 (H): 0.16, atom 59 (C): 0.63, atom 60 (O): -0.62, atom 61 (N): -0.40, atom 62 (N): -0.39, atom 63 (H): 0.16, atom 64 (H): 0.22, atom 65 (H): 0.21, atom 66 (H): 0.16, atom 67 (C): 0.64, atom 68 (O): -0.69, atom 69 (N): -0.43, atom 70 (N): -0.21, atom 71 (H): 0.15, atom 72 (H): 0.23, atom 73 (H): 0.05, atom 74 (H): 0.18